An isolated molecule of C5H9NO. Source: OMol25; level of theory: ωB97M-V/def2-TZVPD.

```
16
Properties=species:S:1:pos:R:3:mulliken_charge:R:1
O -1.372 -1.499 -0.767 -0.46
N 0.608 0.095 0.951 -0.11
C -0.499 -0.512 1.426 -0.62
C -2.001 -0.225 -0.676 -0.31
C -1.596 -0.933 0.549 -0.03
C 2.144 0.989 -0.770 -1.07
C 1.133 0.019 -0.267 -0.21
H -2.391 -1.443 1.092 0.38
H -1.408 0.626 -1.019 0.19
H 1.704 1.647 -1.535 0.22
H 1.099 0.687 1.622 0.25
H 2.548 1.619 0.034 0.31
H -0.596 -0.593 2.501 0.38
H 2.973 0.458 -1.255 0.29
H 0.704 -0.736 -0.913 0.54
H -3.049 -0.199 -0.975 0.26
```

Results
Gap between HOMO and LUMO: 7.34 eV
ΔE to the lowest compared entry with this formula, charge and spin: 96.6 kcal per mole

=====

A cluster of 3 separate species, C4H11NOS in total in a non-equilibrium geometry. Source: OMol25; level of theory: ωB97M-V/def2-TZVPD.

```
18
Properties=species:S:1:pos:R:3:mulliken_charge:R:1
S 0.142 2.619 -0.200 0.34
O 0.807 3.600 -1.091 -0.53
N 1.774 -3.205 0.791 -0.34
C -1.014 1.341 -2.522 -0.90
C -0.509 1.440 -1.137 0.06
C 0.465 -2.716 0.370 -0.47
C 2.401 -2.252 1.344 -0.16
H -0.708 0.470 -3.060 0.31
H 0.180 -2.931 -0.657 0.25
H 0.208 -1.587 0.623 0.08
H -1.949 3.710 2.640 -0.04
H -0.986 0.560 -0.507 0.21
H -0.393 -3.358 0.880 0.22
H 2.145 -1.150 1.317 0.12
H -0.515 2.161 -3.257 0.26
H 3.395 -2.408 1.626 0.29
H -2.128 1.523 -2.652 0.26
H -1.924 3.069 3.074 0.04
```

Results
Gap between HOMO and LUMO (spin up / spin down): 9.07 / 9.06 eV
ΔE to the lowest compared entry with this formula, charge and spin: 118.8 kcal per mole